110
Properties=species:S:1:pos:R:3:forces:R:3 method="wB97M-V/def2-TZVPD" energy_ha=-3257.57937 de_lowest_kj_mol=469.3 fmax_ev_per_a=3.2 gap_ev=5.1 charge=+1
Ca 0.032100 -0.307100 -0.270200 -2.13 -0.35 1.50
N 3.388200 0.544500 3.161100 -0.17 -0.15 -0.57
C 2.850200 0.250900 1.961300 0.35 0.06 0.26
N 1.671600 0.807500 1.859900 -0.59 -0.18 -0.51
C 1.511600 1.457200 3.043100 1.06 -0.54 -0.07
N 2.549200 1.310900 3.850500 -0.46 0.47 0.56
C 0.352600 2.254000 3.399200 -0.59 0.49 0.35
C 0.314500 2.946200 4.618700 0.17 -0.24 -0.30
N -0.712800 3.694300 4.963000 -0.06 0.15 0.25
C -1.726300 3.754800 4.111700 -0.11 -0.06 -0.21
C -1.706000 3.056300 2.912600 -0.06 0.18 0.18
N -0.669400 2.316200 2.546300 0.31 -0.17 -0.03
H 4.279000 0.279800 3.554400 -0.11 0.05 -0.09
H 3.334800 -0.336600 1.209800 0.15 -0.10 -0.15
H 1.138500 2.884700 5.312400 0.14 -0.04 0.03
H -2.561600 4.376200 4.401600 -0.14 0.01 -0.08
H -2.544900 3.089100 2.229600 -0.10 0.08 -0.03
C -3.958000 -1.241100 4.235300 0.10 0.09 -0.09
C -3.209200 -2.410000 4.305600 -0.01 0.02 -0.04
C -2.071000 -2.541900 3.540700 0.24 0.10 -0.15
C -1.656400 -1.510000 2.677300 -1.38 -0.05 1.42
C -2.411900 -0.333300 2.627500 0.51 -0.34 -0.22
C -3.552500 -0.209000 3.398500 -0.22 0.03 0.10
N -0.500200 -1.617000 1.923100 1.66 -2.11 -1.23
N -0.047300 -2.816700 1.895300 -2.12 1.93 1.45
C 1.093000 -3.125400 1.225600 1.83 -0.85 -1.11
C 1.538500 -4.453700 1.384100 -0.39 0.74 0.08
C 2.655700 -4.864700 0.693000 0.34 0.22 -0.41
C 3.274100 -3.965300 -0.171800 -0.17 -0.28 0.38
C 2.761000 -2.680600 -0.266300 0.40 0.18 -0.17
N 1.723400 -2.251600 0.430600 -0.87 0.09 0.13
H -4.841900 -1.132700 4.845700 -0.09 0.04 0.01
H -3.506900 -3.213100 4.966500 -0.01 0.02 0.01
H -1.460300 -3.430400 3.596800 -0.08 -0.03 0.08
H -2.077000 0.463100 1.977700 -0.08 0.06 0.02
H -4.141000 0.698100 3.350900 0.03 0.03 -0.02
H 0.997700 -5.112300 2.044500 -0.07 -0.03 0.05
H 3.041300 -5.866200 0.806000 -0.01 -0.10 0.01
H 4.141300 -4.251200 -0.745700 0.04 0.02 -0.08
H 3.221400 -1.953500 -0.924500 0.00 0.03 -0.10
C 5.711500 -2.524300 -5.848300 0.00 0.19 -0.10
C 5.518900 -1.027000 -6.138600 0.07 -0.08 -0.13
C 6.884700 -0.429800 -6.489000 -0.24 -0.08 0.12
C 4.615700 -0.836400 -7.365600 0.13 -0.04 0.14
C 4.860800 -0.386300 -4.922000 0.15 0.10 0.00
C 5.502600 0.552400 -4.116300 0.12 -0.14 -0.24
C 4.920900 1.091000 -2.974100 -0.42 -0.01 0.30
C 3.649100 0.666700 -2.649500 0.18 -0.44 -0.71
O 2.843500 0.964800 -1.586400 0.91 0.56 0.01
B 1.674100 0.227600 -1.749400 0.65 0.61 -0.20
O 1.767800 -0.525000 -2.908900 0.09 -0.56 -1.03
C 2.985400 -0.258100 -3.459500 0.79 0.35 -0.02
C 3.569800 -0.795600 -4.583800 -0.26 0.11 0.35
H 6.166400 -3.016100 -6.705500 0.05 -0.10 -0.10
H 4.763900 -3.012500 -5.635600 -0.11 -0.08 0.02
H 6.365600 -2.658600 -4.988500 0.06 -0.04 0.09
H 7.289700 -0.959900 -7.349500 0.04 -0.01 -0.06
H 7.594800 -0.533000 -5.672600 0.10 0.02 0.10
H 6.790300 0.620300 -6.755100 0.07 0.15 0.02
H 5.078700 -1.284900 -8.241700 0.03 -0.06 -0.13
H 4.474700 0.225500 -7.556100 -0.06 0.09 -0.06
H 3.639800 -1.291900 -7.227100 -0.13 -0.05 -0.02
H 6.498600 0.875800 -4.371400 0.11 0.03 -0.05
H 5.449600 1.803900 -2.362200 0.06 0.11 0.07
H 3.029000 -1.525200 -5.163300 -0.07 -0.11 -0.13
C -3.125400 -2.607300 -4.055200 0.00 -0.03 -0.04
C -1.911200 -3.523800 -3.877400 -0.50 -0.25 -0.60
C -1.058500 -3.034100 -2.828500 0.37 -0.02 0.32
N -0.424900 -2.654300 -1.954600 0.15 0.43 0.49
H -3.808000 -3.040000 -4.782300 -0.03 0.00 -0.02
H -2.816500 -1.626000 -4.406400 0.01 0.06 0.01
H -3.650200 -2.484300 -3.110500 -0.08 0.03 0.04
H -1.342700 -3.591500 -4.808400 0.01 -0.03 0.11
H -2.232900 -4.536100 -3.609700 0.10 0.10 -0.05
C -2.942600 -3.249400 0.233500 0.37 0.19 -0.05
C -3.480200 -1.864000 -0.001500 -0.11 -0.44 0.03
O -2.770000 -0.956500 -0.398100 0.44 0.24 0.03
C -4.912100 -1.638500 0.307700 -0.40 0.37 0.07
C -5.366900 -0.323100 0.427700 0.09 -0.14 -0.09
C -6.688300 -0.057300 0.729100 -0.04 0.08 0.00
C -7.583500 -1.103100 0.901800 0.07 -0.06 0.01
C -7.144900 -2.412500 0.792000 -0.12 -0.05 -0.04
C -5.819000 -2.680300 0.506500 0.26 0.02 -0.09
H -1.864700 -3.258300 0.076800 -0.16 -0.05 -0.01
H -3.400900 -3.969700 -0.440100 -0.11 -0.07 -0.08
H -3.172400 -3.541800 1.255300 -0.03 -0.14 0.06
H -4.660200 0.477600 0.273900 0.07 0.11 0.00
H -7.030700 0.963700 0.824400 0.01 0.06 -0.01
H -8.621300 -0.904400 1.117900 -0.11 0.06 0.04
H -7.843000 -3.228500 0.912000 -0.02 -0.03 0.04
H -5.500100 -3.706800 0.415700 0.05 -0.11 0.02
O -1.259200 1.556000 -2.123000 -0.08 -0.54 0.26
C -1.700800 2.683700 -2.028400 0.41 0.46 0.38
C -2.124900 3.289300 -0.713000 -0.07 -0.20 -0.03
C -3.668000 3.426400 -0.795400 -0.06 -0.12 0.01
C -4.354400 2.510500 -1.833700 -0.18 0.17 -0.01
C -4.369200 3.017400 -3.287100 0.17 -0.26 -0.13
C -3.015900 2.855600 -3.989800 -0.51 -0.05 -0.14
N -2.006600 3.447200 -3.129400 0.48 0.23 -0.12
H -1.656100 4.255700 -0.524400 0.07 -0.01 -0.03
H -1.826900 2.598800 0.077800 0.03 0.11 0.00
H -3.953900 4.460100 -1.001800 0.04 0.02 0.01
H -4.083600 3.183700 0.184600 0.00 0.08 0.05
H -5.397800 2.409000 -1.525500 0.05 -0.13 0.03
H -3.896100 1.516100 -1.804100 -0.16 -0.06 0.05
H -4.653900 4.073600 -3.303500 -0.07 0.01 0.01
H -5.127700 2.466500 -3.844000 -0.10 0.03 -0.06
H -3.014700 3.347400 -4.963000 0.04 -0.10 0.00
H -2.770400 1.799800 -4.122000 0.03 0.13 -0.06
H -2.231600 4.410000 -2.906900 -0.03 -0.14 0.13